No. 1
Formula: C30H89NO27
Source: the OMol25 dataset
Level of theory: ωB97M-V with the def2-TZVPD basis set

Output
**LUMO level**: 0.34 eV
**HOMO energy**: -9.468 eV
**Charge**: 0
**Gap between HOMO and LUMO**: 9.8 eV
**Energy relative to the best compared isomer or geometry (same formula, charge and spin)**: 0.0 kcal/mol

XYZ file:
```
147
C30H89NO27 ωB97M-V with the def2-TZVPD basis set
C -4.51 -4.06 -1.11
C -3.90 -2.70 -1.50
O -4.92 -1.69 -1.66
O -5.14 -3.89 0.16
H -3.79 -4.88 -1.16
H -5.31 -4.36 -1.77
H -3.40 -2.74 -2.49
H -3.06 -2.45 -0.83
H -5.29 -1.62 -0.77
H -5.14 -4.73 0.61
C 4.23 -2.05 1.19
C 5.33 -2.52 0.25
O 6.13 -1.38 0.06
O 3.35 -1.31 0.34
H 4.57 -1.40 1.99
H 3.70 -2.90 1.53
H 4.82 -2.88 -0.69
H 5.94 -3.42 0.58
H 6.78 -1.32 -0.63
H 3.12 -0.39 0.60
C 0.41 -1.98 -2.92
C -0.44 -3.05 -3.53
O -1.34 -2.56 -4.56
O 1.20 -1.44 -3.99
H 1.01 -2.50 -2.13
H -0.14 -1.13 -2.44
H -1.04 -3.46 -2.75
H 0.20 -3.88 -3.98
H -0.85 -2.00 -5.20
H 1.76 -0.77 -3.57
C -0.50 2.88 3.41
C -0.98 3.33 2.08
O 0.00 4.24 1.76
O 0.70 2.10 3.27
H -1.22 2.27 3.93
H -0.32 3.67 4.13
H -1.96 3.76 2.22
H -1.15 2.55 1.33
H 0.32 4.28 0.83
H 1.32 2.78 2.90
C 3.83 1.06 -2.10
C 3.11 2.24 -2.72
O 1.90 2.58 -1.98
O 3.38 -0.20 -2.67
H 3.72 1.04 -1.04
H 4.87 1.17 -2.44
H 2.77 2.04 -3.74
H 3.74 3.13 -2.80
H 1.15 2.27 -2.52
H 3.30 -0.71 -1.84
C -2.66 -3.41 2.76
C -3.13 -4.83 3.18
O -4.01 -4.97 4.31
O -2.35 -2.51 3.87
H -3.50 -2.97 2.15
H -1.83 -3.62 2.09
H -2.23 -5.44 3.38
H -3.63 -5.33 2.32
H -3.77 -4.25 4.91
H -1.44 -2.80 4.15
C 0.28 0.25 0.29
C -0.26 -1.12 0.75
O 0.59 -2.21 0.48
O 1.41 0.71 1.01
H -0.57 0.95 0.29
H 0.58 0.08 -0.75
H -1.29 -1.23 0.32
H -0.43 -1.08 1.84
H 1.44 -1.97 0.14
H 1.07 1.09 1.86
C -0.88 1.17 -5.67
C -0.58 2.28 -4.67
O -0.30 1.70 -3.35
O 0.08 0.13 -5.91
H -1.00 1.64 -6.65
H -1.82 0.73 -5.44
H -1.48 2.86 -4.72
H 0.27 2.83 -4.97
H -1.14 1.62 -2.84
H 0.49 -0.29 -5.10
C -0.91 4.82 -1.19
C -1.63 5.94 -0.48
O -3.05 5.91 -0.45
O 0.42 4.77 -0.79
H -0.83 4.98 -2.26
H -1.44 3.89 -1.02
H -1.14 6.86 -0.84
H -1.27 5.83 0.51
H -3.44 6.66 -0.05
H 0.90 3.94 -1.06
C -4.59 0.63 2.45
C -4.43 1.14 1.04
O -3.51 0.30 0.33
O -3.33 0.38 3.00
H -5.06 -0.34 2.34
H -5.22 1.27 3.04
H -4.01 2.18 1.12
H -5.37 1.22 0.49
H -2.92 -0.10 0.96
H -3.37 -0.33 3.65
C 2.12 -1.24 3.99
C 1.66 -2.72 4.09
O 0.86 -3.17 5.13
O 3.14 -0.94 4.94
H 1.36 -0.44 4.04
H 2.48 -1.07 2.96
H 2.59 -3.37 4.06
H 1.15 -2.89 3.18
H 1.12 -2.73 5.96
H 2.86 -0.14 5.37
C -1.28 -6.80 -0.79
C -0.42 -5.57 -0.65
O -1.23 -4.43 -0.33
O -1.68 -7.27 0.51
H -0.73 -7.62 -1.33
H -2.09 -6.65 -1.47
H 0.19 -5.29 -1.48
H 0.34 -5.72 0.10
H -0.72 -3.69 0.01
H -2.64 -7.09 0.57
C -3.79 2.46 -2.48
C -4.87 1.76 -3.23
O -5.69 1.02 -2.35
O -2.80 1.58 -2.03
H -4.29 3.08 -1.69
H -3.27 3.18 -3.09
H -4.38 1.13 -4.02
H -5.57 2.42 -3.78
H -5.28 0.14 -2.32
H -3.15 0.90 -1.48
C 4.73 4.51 -0.10
C 5.20 4.72 1.37
C 4.80 3.59 2.25
O 5.31 2.39 1.67
C 5.02 1.25 2.40
N 6.64 4.92 1.54
H 3.70 4.28 -0.14
H 5.25 3.63 -0.56
H 5.00 5.45 -0.67
H 4.61 5.57 1.79
H 3.73 3.42 2.22
H 5.22 3.72 3.26
H 5.25 1.41 3.47
H 5.56 0.37 2.10
H 3.91 1.01 2.31
H 7.20 4.21 1.09
H 6.91 5.73 1.06
```



No. 2
Formula: C16H28N4
Source: the OMol25 dataset
Level of theory: ωB97M-V with the def2-TZVPD basis set

Output
**LUMO level**: 0.47 eV
**HOMO energy**: -11.266 eV
**SMILES**: CCCC#N.CCCC#N.CCCC#N.CCCC#N
**Charge**: 0
**Gap between HOMO and LUMO**: 11.7 eV
**Energy relative to the best compared isomer or geometry (same formula, charge and spin)**: 41.0 kcal/mol

XYZ file:
```
48
C16H28N4 ωB97M-V with the def2-TZVPD basis set
C 6.98 -3.16 2.68
C 7.72 -4.18 3.55
C 8.28 -5.48 2.89
C 7.32 -6.55 2.71
N 6.54 -7.36 2.59
H 6.49 -3.74 1.91
H 7.57 -2.36 2.23
H 6.18 -2.68 3.24
H 7.07 -4.32 4.42
H 8.56 -3.62 3.95
H 9.07 -5.95 3.48
H 8.81 -5.18 1.98
C 4.45 -6.45 -4.28
C 5.66 -6.83 -5.05
C 6.84 -5.75 -5.17
C 6.52 -4.59 -5.89
N 6.29 -3.62 -6.44
H 3.98 -5.50 -4.50
H 4.84 -6.42 -3.26
H 3.63 -7.17 -4.29
H 5.27 -7.16 -6.02
H 6.07 -7.78 -4.70
H 7.62 -6.34 -5.64
H 7.15 -5.39 -4.19
C -0.17 -4.57 2.76
C 0.51 -5.74 2.01
C 0.03 -7.12 2.60
C 0.07 -7.36 4.04
N 0.11 -7.58 5.19
H 0.21 -4.47 3.77
H -1.24 -4.69 2.95
H -0.03 -3.58 2.31
H 1.59 -5.63 2.12
H 0.25 -5.73 0.96
H 0.53 -7.96 2.11
H -1.04 -7.17 2.40
C -3.37 4.65 5.40
C -3.95 3.86 6.59
C -5.39 3.16 6.24
C -5.34 2.16 5.17
N -5.35 1.35 4.38
H -2.39 5.04 5.69
H -4.01 5.50 5.16
H -3.36 3.92 4.59
H -4.06 4.48 7.48
H -3.39 2.97 6.87
H -6.22 3.84 6.07
H -5.86 2.64 7.08
```